This record from OMol25 describes a molecular structure, C13H23ClIOP2Tb. The level of theory is wB97M-V/def2-TZVPD.

Last column: Löwdin charge in e.
Geometry (Å):
C1 0.120740 -4.674781 -3.955185  -0.4650
I1 0.683822 -2.971033 -2.733789  0.7289
H1 -0.965520 -4.780674 -3.898859  0.0128
H2 0.625736 -5.561523 -3.553008  0.0200
H3 0.446326 -4.472527 -4.982138  0.0173
Tb1 -0.250430 0.220560 -0.631665  0.6951
P1 -0.143500 1.833666 -2.784926  0.6234
C2 1.375856 2.080415 -3.586754  -0.2621
C3 -1.314690 1.120604 -3.928156  -0.2384
H4 -1.768198 3.276776 -1.730494  0.0470
H5 -0.942514 3.986965 -3.163014  0.0743
H6 -0.105540 3.908477 -1.575937  0.0733
C4 -0.807822 3.397632 -2.254208  -0.2409
H7 -2.288056 0.932923 -3.448777  0.0476
H8 -1.423296 1.850933 -4.732625  0.0752
H9 1.171062 2.742709 -4.427776  0.0755
H10 1.800286 1.131101 -3.947768  0.0749
H11 -0.936906 0.168099 -4.330166  0.0595
H12 2.112974 2.544226 -2.912671  0.0760
C5 1.936480 0.076036 -1.010917  -0.1707
O1 3.153378 -0.107519 -1.138833  0.1108
Cl1 -2.460030 0.667630 -0.515523  0.1023
C6 2.257748 -0.396539 2.696671  -0.2294
P2 0.725636 -0.569400 1.737372  0.8084
C7 0.968288 -2.358972 1.244629  -0.2369
C8 -0.418412 -0.066669 3.073623  -0.3797
C9 -0.335836 -0.677387 4.322071  -0.0946
C10 -1.116746 -0.236751 5.375592  -0.0471
C11 -2.002096 0.823895 5.203767  -0.0343
C12 -2.089384 1.442493 3.959687  -0.0662
C13 -1.309612 1.031447 2.906037  -0.1222
H13 3.091133 -0.635483 2.059778  0.0444
H14 2.269898 -1.058086 3.579563  0.0713
H15 2.320066 0.639041 3.017305  0.0661
H16 1.231778 -2.921940 2.128788  0.0607
H17 0.058212 -2.735925 0.782081  0.0287
H18 1.797201 -2.384693 0.512551  0.0383
H19 0.354406 -1.512338 4.483179  0.1136
H20 -1.034580 -0.734440 6.355932  0.1317
H21 -2.617117 1.160377 6.047996  0.1301
H22 -2.793376 2.282486 3.831464  0.1304
H23 -1.377364 1.538186 1.925090  0.0499

Atomic forces in eV per Å
C -0.29 -0.35 -0.31
I 0.10 -0.01 -0.04
H 0.32 0.13 0.06
H -0.09 0.52 0.05
H -0.05 0.14 0.47
Tb -1.93 -1.72 0.17
P -0.52 -0.72 1.18
C 1.36 0.38 -0.87
C -0.31 -0.36 -0.38
H 0.30 0.00 -0.32
H -0.12 0.33 0.15
H -0.21 -0.08 -0.32
C -0.09 0.67 0.26
H 0.36 0.21 -0.17
H -0.21 -0.18 -0.21
H 0.46 0.07 -0.23
H -0.21 0.31 0.00
H -0.08 0.34 0.03
H -0.28 -0.03 -0.27
C 14.51 -1.71 -1.73
O -10.19 1.59 1.03
Cl -3.62 0.86 0.13
C 0.13 0.34 -0.14
P 1.48 -0.27 2.05
C -0.78 0.91 -0.20
C -1.00 0.22 -0.35
C 0.30 -0.49 -0.09
C -0.16 -0.13 0.76
C 0.05 -0.18 0.18
C -0.80 0.94 0.35
C 0.93 -0.93 -0.91
H 0.58 -0.07 -0.14
H -0.16 0.26 -0.48
H 0.20 0.05 0.17
H -0.02 -0.32 0.11
H 0.03 -0.44 0.01
H -0.31 0.01 0.39
H -0.33 0.27 -0.01
H -0.05 0.32 -0.62
H 0.27 -0.12 -0.49
H 0.49 -0.52 0.02
H -0.07 -0.23 0.71

Orbital gap (alpha / beta) in eV: 6.548 / 6.636
2S+1: 7
E_LUMO (alpha / beta) in eV: -8.49 / -8.40
Charge: +2

=====

This record from OMol25 describes a molecular structure, C29H25N3PRu. The level of theory is wB97M-V/def2-TZVPD.

Last column: Löwdin charge in e.
Geometry (Å):
Ru1 0.033757 -0.061434 -0.947087  1.1366
N1 -1.156074 1.549031 -2.117395  0.0915
C1 -1.967772 0.814505 -3.044357  -0.2548
C2 -2.307173 1.359717 -4.277016  0.0080
C3 -3.166135 0.681203 -5.123250  -0.0135
C4 -3.698982 -0.542769 -4.736104  -0.0027
C5 -3.326280 -1.106010 -3.524262  0.0124
C6 -2.434402 -0.449855 -2.677897  -0.1551
C7 -1.850453 -1.267149 -1.562625  -0.2766
C8 -2.740900 -2.061607 -0.795854  0.0206
C9 -2.383649 -3.326606 -0.361096  0.0063
C10 -1.159274 -3.883163 -0.721304  0.0137
C11 -0.210738 -3.110535 -1.396808  -0.0413
C12 -0.540400 -1.811691 -1.705858  -0.1233
H1 -0.738806 2.356395 -2.577106  0.1332
H2 -1.697493 1.879172 -1.320830  0.1260
H3 -1.926276 2.331120 -4.571781  0.1317
H4 -3.454299 1.122858 -6.066954  0.1333
H5 -4.377209 -1.075989 -5.387914  0.1335
H6 -3.692079 -2.087345 -3.252591  0.1345
H7 -3.756166 -1.703497 -0.665126  0.1492
H8 -3.098762 -3.927617 0.185707  0.1391
H9 -0.915574 -4.900568 -0.444668  0.1414
H10 0.759637 -3.528788 -1.643843  0.1384
N2 1.895489 1.603813 0.893711  -0.0717
P1 0.523802 0.664026 1.286412  1.0262
C13 1.252431 -0.752108 2.158732  -0.3438
C14 1.610659 -0.679989 3.504866  -0.0627
C15 2.149247 -1.800285 4.117345  -0.0202
C16 2.352969 -2.970576 3.396380  -0.0136
C17 2.014469 -3.034619 2.050812  -0.0400
C18 1.484287 -1.918384 1.428842  -0.1092
C19 -0.289556 1.644687 2.540861  -0.3585
C20 -1.104480 0.986375 3.477205  -0.0787
C21 -1.659504 1.705098 4.516471  -0.0201
C22 -1.438590 3.078865 4.608872  0.0095
C23 -0.662211 3.736626 3.657075  -0.0241
C24 -0.109251 3.033807 2.603945  -0.0714
C25 2.557007 1.444669 -0.300301  -0.3466
C26 3.790071 2.045697 -0.555822  0.0354
C27 4.374218 1.876721 -1.792067  0.0197
C28 3.736839 1.090643 -2.758478  -0.0102
C29 2.534889 0.515867 -2.443173  -0.0970
N3 1.944563 0.695570 -1.238174  -0.0646
H11 2.390284 2.089196 1.630094  0.1396
H12 1.484022 0.231503 4.073124  0.1196
H13 2.423218 -1.743242 5.162019  0.1309
H14 2.810078 -3.825029 3.876875  0.1317
H15 2.169599 -3.946307 1.489461  0.1225
H16 1.242750 -1.944505 0.365006  0.0545
H17 -1.285967 -0.078155 3.395580  0.1210
H18 -2.261704 1.199974 5.258903  0.1308
H19 -1.884103 3.639117 5.420168  0.1349
H20 -0.481601 4.799163 3.745997  0.1301
H21 0.464398 3.555763 1.848885  0.1087
H22 4.273462 2.628145 0.216710  0.1371
H23 5.321766 2.349668 -2.013028  0.1417
H24 4.174295 0.940767 -3.734443  0.1337
H25 2.007656 -0.111939 -3.152846  0.1225

Atomic forces in eV per Å
Ru 0.93 1.23 -2.51
N 0.93 -1.35 1.61
C -0.53 -0.62 -0.51
C 0.15 0.26 0.19
C -0.25 -0.16 0.04
C 0.05 0.14 0.00
C 0.09 0.07 0.03
C 0.04 0.36 -0.15
C -0.17 -0.17 0.08
C 0.14 0.12 -0.11
C 0.00 -0.15 0.15
C -0.30 0.13 -0.29
C 0.86 -0.02 -0.21
C -1.51 0.26 1.61
H 0.42 -0.10 0.19
H -0.24 0.22 -0.17
H 0.00 0.03 0.04
H 0.08 -0.01 -0.03
H -0.03 0.03 0.00
H 0.01 -0.04 -0.04
H -0.06 -0.08 -0.14
H 0.03 0.05 0.09
H 0.03 -0.02 -0.04
H 0.12 0.11 0.31
N -0.64 0.08 -0.58
P 1.35 -0.36 1.81
C -0.61 -0.08 -0.61
C -0.12 -0.01 0.01
C 0.15 0.12 -0.02
C 0.04 0.03 0.01
C 0.10 -0.03 -0.23
C -0.18 0.11 0.17
C -0.33 -0.21 -0.80
C -0.10 -0.06 -0.02
C -0.02 -0.03 -0.02
C 0.04 -0.09 -0.06
C 0.07 0.08 0.02
C -0.03 0.08 -0.05
C 0.26 0.04 -0.24
C 0.04 -0.10 0.06
C -0.13 -0.04 0.09
C -0.06 -0.10 0.02
C 0.22 0.04 -0.33
N -0.62 0.30 0.39
H -0.09 0.06 0.07
H -0.10 -0.01 0.03
H 0.04 -0.06 0.00
H -0.11 -0.05 0.03
H 0.09 0.00 0.02
H -0.01 -0.13 0.02
H 0.04 -0.02 0.06
H -0.03 0.01 -0.01
H 0.03 0.01 0.01
H -0.06 0.01 -0.03
H 0.03 0.02 0.03
H -0.02 0.04 -0.01
H 0.01 0.01 0.01
H -0.02 -0.06 0.00
H -0.04 0.07 0.00

Orbital gap (alpha / beta) in eV: 4.798 / 5.497
E_LUMO (alpha / beta) in eV: -12.72 / -12.07
Charge: +3

=====

This record from OMol25 describes 2 unconnected molecules or ions with the total composition C11H15N. The level of theory is wB97M-V/def2-TZVPD.

Last column: Löwdin charge in e.
Geometry (Å):
C1 -2.239420 -0.614429 -1.865129  -0.0687
C2 -1.519103 -0.073475 -0.662757  -0.2832
C3 -1.663094 1.235502 -0.361195  -0.1065
N1 -0.816185 1.649032 0.699830  0.0810
C4 -0.342779 0.408351 1.187099  -0.2430
C5 0.295644 0.304960 2.430740  -0.0355
C6 0.513164 -0.929105 2.993515  -0.1145
C7 0.413133 -2.006015 2.135312  -0.1083
C8 -0.139281 -1.880149 0.841958  -0.0377
C9 -0.638119 -0.665389 0.357773  -0.1658
H1 -3.053055 0.233563 -2.168817  0.1126
H2 -2.981480 -1.481116 -1.594941  0.0998
H3 -1.657561 -0.768034 -2.800650  0.0705
H4 -2.320263 2.020314 -0.738323  0.1264
H5 -0.882740 2.493488 1.306880  0.1642
H6 0.487913 1.163500 3.145193  0.1277
H7 0.940367 -0.935634 3.957294  0.0879
H8 0.557229 -3.049781 2.495440  0.1077
H9 -0.296212 -2.809048 0.129463  0.1452
C10 2.593033 0.967130 -1.068561  -0.1468
C11 1.320316 0.444155 -1.748896  -0.1757
H10 3.294296 1.051310 -1.878398  0.0461
H11 2.148876 1.921300 -0.628251  0.0870
H12 3.079547 0.303460 -0.386569  0.0488
H13 1.145701 -0.592154 -1.482718  0.0549
H14 1.403310 0.535299 -2.801501  0.0440
H15 0.356762 1.072954 -1.493779  0.0819

Atomic forces in eV per Å
C -3.58 0.65 -0.34
C -0.36 -0.42 -0.39
C 0.36 2.02 1.27
N -0.61 -1.81 -0.08
C 1.17 2.58 1.80
C -0.42 1.15 1.44
C 0.70 0.76 -1.72
C -1.17 -2.26 -0.99
C -0.56 -2.40 -1.44
C -0.37 1.04 0.48
H 1.97 -1.80 0.57
H 1.84 1.12 -0.69
H -0.19 -0.33 0.90
H 0.22 -0.61 -0.47
H -0.22 -1.31 -1.03
H -0.42 -0.63 -1.44
H 0.24 -0.55 1.00
H 0.24 0.95 -0.32
H 0.47 1.73 1.86
C -1.96 1.39 -0.51
C -1.80 0.56 1.14
H 0.63 1.02 -0.08
H 1.98 -0.89 -0.19
H -0.26 -0.29 0.93
H -0.30 -0.13 -0.21
H 0.15 -0.13 -1.15
H 2.25 -1.40 -0.33

Orbital gap in eV: 8.920
E_LUMO in eV: 0.92
SMILES: Cc1c[nH]c2ccccc12.CC
Charge: 0

=====

- The highest charge belongs to which entry?
  C29H25N3PRu